# 1
C32H45BrCoN2P2 | ωB97M-V/def2-TZVPD

Properties
Relative energy (zero: lowest compared OMol25 entry of this formula, charge and spin) = 0.0 kcal per mole
Gap between HOMO and LUMO (spin up / spin down) = 5.2 / 3.5 eV

```
! wB97M-V def2-TZVPD RIJCOSX def2/J DEFGRID3
* xyz 2 4
N 3.03 -5.81 -8.25
C 3.42 -6.38 -7.11
C 3.27 -5.74 -5.87
C 2.64 -4.49 -5.80
C 2.25 -3.89 -7.02
C 2.47 -4.60 -8.22
C 2.37 -3.85 -4.51
Co 0.41 0.19 0.80
P -5.33 0.89 3.12
C 1.40 -2.92 -4.31
C 1.08 -2.35 -3.02
C -0.18 -1.72 -2.85
C -0.54 -1.15 -1.63
C 0.41 -1.18 -0.62
C 1.65 -1.80 -0.71
C 1.98 -2.40 -1.93
Br -1.50 -0.55 1.82
H 2.95 -4.23 -3.66
H 0.74 -2.64 -5.14
H 3.63 -6.24 -4.97
H 1.80 -2.91 -7.05
H 3.88 -7.37 -7.18
H 2.17 -4.16 -9.18
H -0.86 -1.70 -3.71
H 2.96 -2.87 -2.06
H -1.52 -0.70 -1.46
H 2.33 -1.79 0.14
P 0.33 2.06 -0.24
C -4.83 -0.88 3.09
C -6.03 -1.82 3.27
H -4.10 -1.01 3.89
H -4.32 -1.07 2.14
H -5.67 -2.81 3.57
H -6.70 -1.45 4.06
H -6.60 -1.93 2.35
C -5.54 1.29 1.33
C -6.54 2.43 1.09
H -5.89 0.36 0.86
H -4.54 1.53 0.93
H -6.84 2.43 0.04
H -7.44 2.30 1.71
H -6.11 3.41 1.32
C -3.82 1.81 3.60
C -3.83 2.13 5.10
H -3.81 2.74 3.01
H -2.94 1.21 3.31
H -3.08 2.90 5.33
H -4.81 2.52 5.40
H -3.62 1.25 5.71
C 0.81 3.41 0.89
C 1.75 4.47 0.32
H 1.24 2.94 1.78
H -0.15 3.87 1.19
H 2.77 4.09 0.18
H 1.40 4.87 -0.64
H 1.81 5.31 1.02
C -1.40 2.37 -0.74
C -1.73 2.34 -2.23
H -1.64 3.35 -0.31
H -1.99 1.61 -0.19
H -1.32 3.21 -2.76
H -1.37 1.43 -2.73
H -2.82 2.36 -2.36
C 1.39 2.07 -1.72
C 2.83 1.63 -1.47
H 1.36 3.10 -2.12
H 0.91 1.42 -2.47
H 3.15 0.97 -2.29
H 3.51 2.48 -1.43
H 2.95 1.06 -0.54
N 1.90 0.24 1.78
C 2.78 0.23 2.56
C 3.68 0.27 3.63
C 5.07 0.45 3.40
C 5.93 0.53 4.49
C 5.43 0.48 5.79
C 4.07 0.27 6.02
C 3.19 0.18 4.95
H 5.43 0.52 2.37
H 7.00 0.65 4.31
H 6.11 0.59 6.64
H 3.68 0.19 7.04
H 2.11 0.03 5.11
*
```

=====

# 2
C32H45BrFN4OP2PdSi | ωB97M-V/def2-TZVPD

Properties
Gap between HOMO and LUMO (spin up / spin down) = 4.3 / 4.3 eV

```
! wB97M-V def2-TZVPD RIJCOSX def2/J DEFGRID3
* xyz 3 1
Pd -0.47 0.41 0.32
O 3.39 -1.43 5.27
C 2.63 -1.05 4.26
C 1.32 -0.56 4.38
C 0.65 -0.20 3.24
N 1.16 -0.28 1.99
C 2.43 -0.71 1.91
Br 3.27 -0.66 0.21
C 3.19 -1.11 2.98
H 2.96 -1.34 6.13
H 0.85 -0.46 5.34
H -0.36 0.19 3.31
H 4.21 -1.44 2.85
C 1.90 2.65 1.49
P 0.47 2.47 0.40
C -0.69 3.68 1.06
N -0.27 4.86 1.44
C -1.20 5.73 1.88
C -0.82 7.02 2.31
C -1.77 7.90 2.72
C -3.15 7.54 2.73
C -3.55 6.30 2.32
C -2.59 5.36 1.89
N -2.97 4.14 1.48
C -2.04 3.30 1.10
P -2.42 1.66 0.42
C -3.33 2.11 -1.09
C -3.64 0.77 1.51
C -4.40 -0.26 0.67
C -2.91 0.07 2.66
C -4.67 1.75 2.10
C 1.01 2.98 -1.30
C 1.95 1.90 -1.85
C 1.75 4.32 -1.19
C -0.20 3.15 -2.22
H 2.10 3.72 1.52
H 2.77 2.12 1.11
H 1.65 2.32 2.50
H 0.23 7.28 2.29
H -1.49 8.89 3.05
H -3.88 8.26 3.06
H -4.59 6.01 2.32
H -4.31 2.50 -0.80
H -3.46 1.26 -1.76
H -2.80 2.90 -1.62
H -3.73 -0.95 0.15
H -5.04 0.22 -0.07
H -5.04 -0.84 1.33
H -2.05 -0.51 2.32
H -3.60 -0.63 3.15
H -2.58 0.78 3.42
H -5.19 2.33 1.33
H -4.22 2.44 2.80
H -5.42 1.16 2.63
H 2.87 1.82 -1.28
H 2.23 2.18 -2.87
H 1.47 0.92 -1.90
H 2.72 4.22 -0.69
H 1.17 5.08 -0.68
H 1.95 4.68 -2.21
H -0.84 2.26 -2.23
H 0.15 3.31 -3.23
H -0.80 4.02 -1.94
C -1.29 -0.52 -3.26
Si -2.33 -1.81 -2.41
C -1.90 -3.54 -2.91
C -4.16 -1.53 -2.47
N -1.54 -1.70 -0.65
C -1.41 -2.76 0.06
C -2.43 -3.80 0.27
C -2.19 -4.84 1.09
C -0.90 -5.01 1.67
C 0.16 -4.14 1.46
C -0.10 -3.04 0.70
F 0.86 -2.28 0.26
H -0.54 -1.00 -3.89
H -0.78 0.13 -2.56
H -1.92 0.10 -3.91
H -2.20 -3.66 -3.96
H -2.43 -4.32 -2.36
H -0.83 -3.74 -2.87
H -4.74 -2.26 -1.90
H -4.44 -1.68 -3.52
H -4.50 -0.53 -2.20
H -3.40 -3.62 -0.17
H -2.96 -5.57 1.32
H -0.73 -5.90 2.28
H 1.16 -4.34 1.83
*
```

=====

# 3
C32H45BrN2P2Zn | ωB97M-V/def2-TZVPD

Properties
Relative energy (zero: lowest compared OMol25 entry of this formula, charge and spin) = 34.1 kcal per mole
Gap between HOMO and LUMO (spin up / spin down) = 4.2 / 4.2 eV

```
! wB97M-V def2-TZVPD RIJCOSX def2/J DEFGRID3
* xyz 2 1
N 2.11 0.76 6.68
C 0.82 0.99 6.44
C 0.28 0.94 5.15
C 1.11 0.56 4.06
C 2.49 0.36 4.34
C 2.94 0.46 5.66
C 0.57 0.31 2.75
Zn 0.05 -0.09 0.22
P -0.58 -2.22 -2.34
C 1.28 -0.43 1.75
C 1.12 -1.92 1.82
C 2.22 -2.79 1.72
C 2.03 -4.16 1.88
C 0.76 -4.66 2.20
C -0.36 -3.81 2.22
C -0.17 -2.44 2.03
Br 0.59 -6.42 2.73
H -0.49 0.57 2.60
H 2.33 -0.14 1.58
H -0.78 1.17 4.99
H 3.20 0.14 3.56
H 0.18 1.21 7.30
H 3.99 0.29 5.91
H 3.21 -2.37 1.50
H -1.03 -1.76 2.05
H 2.87 -4.85 1.78
H -1.35 -4.21 2.40
P 1.46 1.56 -0.92
C -1.58 -3.21 -1.21
C -1.88 -4.60 -1.80
H -2.52 -2.66 -1.02
H -1.03 -3.30 -0.26
H -2.50 -5.18 -1.11
H -2.42 -4.52 -2.76
H -0.96 -5.17 -1.99
C 1.15 -2.51 -1.90
C 1.85 -3.27 -3.04
H 1.17 -3.10 -0.97
H 1.65 -1.54 -1.70
H 2.90 -3.48 -2.79
H 1.36 -4.23 -3.25
H 1.83 -2.69 -3.97
C -1.23 -0.56 -2.55
C -2.09 -0.42 -3.82
H -0.38 0.15 -2.58
H -1.83 -0.33 -1.66
H -2.26 0.64 -4.05
H -1.58 -0.89 -4.67
H -3.07 -0.89 -3.69
C 0.62 2.60 -2.18
C 1.38 3.79 -2.76
H -0.32 2.94 -1.72
H 0.34 1.92 -3.00
H 1.31 4.68 -2.13
H 2.44 3.58 -2.96
H 0.92 4.07 -3.72
C 2.90 0.82 -1.76
C 3.79 -0.05 -0.87
H 3.48 1.66 -2.19
H 2.51 0.23 -2.61
H 4.47 0.56 -0.26
H 3.21 -0.69 -0.20
H 4.41 -0.71 -1.49
C 2.28 2.76 0.21
C 1.36 3.80 0.83
H 3.07 3.24 -0.38
H 2.78 2.16 0.98
H 1.77 4.12 1.79
H 1.28 4.70 0.21
H 0.35 3.41 1.02
N -1.66 0.87 0.15
C -2.63 1.53 -0.01
C -3.84 2.21 -0.31
C -4.12 3.50 0.17
C -5.28 4.17 -0.24
C -6.17 3.55 -1.13
C -5.95 2.23 -1.54
C -4.80 1.55 -1.12
H -3.43 3.98 0.87
H -5.49 5.18 0.12
H -7.06 4.09 -1.49
H -6.67 1.72 -2.19
H -4.64 0.51 -1.41
*
```